The following is a DFT calculation (ωB97M-V/def2-TZVPD) of a molecular structure, C4H4LiO5 in a non-equilibrium geometry.

```
! RIJCOSX wB97M-V def2-TZVPD def2/J DEFGRID3
* xyz -1 1
O 2.56418 -0.98156 0.22606
O 1.43205 0.86647 -0.12840
H 0.92958 -1.82253 -0.69111
O 3.65954 0.86724 -0.40848
O -3.30064 -0.88453 -0.72522
H -4.06107 -1.56223 -0.69698
Li -1.61826 0.12521 0.01005
C 0.43604 -0.04784 0.52361
O -3.41765 0.93869 0.41655
H 0.56349 0.18826 1.59920
H 1.00925 -2.08847 1.08129
C 1.14890 -1.35159 0.28095
C 2.62397 0.30432 -0.12104
C -4.10457 0.17053 -0.27651
*
```

Summary:
LUMO energy ... 0.1133 Ha
HOMO ... -4.16 eV
Orbital gap ... 7.244 eV
DFT total energy ... -538.60108 Eh

These are the natural (NBO) partial charges, in e, on atoms 1 to 6: -0.53, -0.53, 0.15, -0.67, -0.86, 0.49